Here is 12 unconnected molecules or ions with the total composition C42H115N7O19 in a non-equilibrium geometry from the OMol25 dataset. Energies are from ωB97M-V/def2-TZVPD.

```
183
Properties=species:S:1:pos:R:3:forces:R:3
C -6.3141 3.4328 -10.9771 1.036 0.233 1.168
O -6.2940 2.6015 -9.8052 -1.094 -0.612 -1.841
C -5.6892 3.0873 -8.6872 1.265 0.145 2.117
C -4.1553 3.3280 -8.7330 -0.127 -0.879 -1.064
N -3.4475 2.3560 -9.6442 -1.237 1.073 0.567
C -2.1352 1.9804 -9.1577 -0.083 0.396 0.234
C -2.1609 0.9352 -8.0432 -0.591 -0.008 -0.720
O -0.8922 0.8124 -7.5206 1.199 0.626 0.964
C -0.6255 -0.2062 -6.5799 0.327 -0.177 -0.113
H -7.1343 3.1692 -11.6448 -0.009 -0.034 0.368
H -5.3554 3.3445 -11.4883 0.025 -0.162 -0.253
H -6.3495 4.4592 -10.6120 -0.492 0.309 -0.375
H -5.9262 2.3877 -7.8856 0.275 -0.651 -0.183
H -6.1152 3.9741 -8.2180 -0.424 0.768 -0.692
H -3.7883 3.2221 -7.7121 0.009 0.211 0.168
H -3.9848 4.3503 -9.0705 0.306 0.040 -0.067
H -4.1165 1.6139 -9.7924 0.357 -0.513 -0.126
H -1.7440 2.9145 -8.7545 0.349 -0.059 0.241
H -1.4456 1.7299 -9.9638 -0.159 -0.373 -0.105
H -2.4796 -0.0312 -8.4338 -0.296 -0.262 -0.221
H -2.9180 1.2708 -7.3345 -0.016 -0.112 0.523
H -0.7875 -1.1722 -7.0583 0.008 -0.278 0.131
H -1.1330 -0.1776 -5.6157 -0.813 0.394 -0.181
H 0.4173 -0.1086 -6.2782 0.173 -0.039 -0.456
C 8.6091 -0.2251 -7.2834 1.642 -0.432 1.208
O 9.8983 -0.6425 -6.6471 -1.445 0.799 -0.384
C 9.9328 -0.6301 -5.2176 -0.883 -0.877 -0.567
C 9.3091 -1.8868 -4.5154 -1.160 0.313 0.412
N 9.4881 -1.7735 -3.0870 0.796 1.366 0.881
C 9.2470 -2.9022 -2.2309 1.748 -0.529 -0.602
C 8.0298 -3.7411 -2.5816 0.897 -0.022 2.392
O 8.3707 -4.7516 -3.4584 0.641 -0.258 -2.446
C 7.6584 -5.9596 -3.4476 -1.015 -0.137 1.059
H 8.8503 0.2912 -8.2126 0.141 -0.770 -0.273
H 8.0739 0.5544 -6.7411 0.072 -0.191 0.696
H 8.0124 -1.1351 -7.3447 -0.223 0.312 -0.496
H 9.4248 0.2608 -4.8486 -0.075 0.056 0.193
H 10.9917 -0.5308 -4.9787 0.034 -0.246 0.203
H 9.4460 -2.8794 -4.9442 1.381 -0.055 -0.297
H 8.2209 -1.9188 -4.4602 -0.509 0.803 -1.394
H 10.3926 -1.4571 -2.7681 0.265 0.422 -0.674
H 9.3954 -2.5207 -1.2207 -1.214 -0.094 0.356
H 10.1534 -3.5033 -2.3029 -0.090 -1.125 -0.138
H 7.2936 -2.9949 -2.8807 -0.812 -0.644 -0.247
H 7.8322 -4.2960 -1.6645 -1.025 0.570 0.526
H 7.8800 -6.5553 -2.5621 0.802 -0.266 0.097
H 7.7949 -6.5529 -4.3517 0.390 0.373 0.034
H 6.5852 -5.8589 -3.2855 -0.387 0.634 -0.524
C -4.5454 -2.3975 0.4935 -0.878 -0.400 1.545
O -5.1391 -3.4483 1.3399 0.902 0.572 -0.207
C -4.5268 -3.6037 2.6648 -0.985 0.435 -1.494
C -5.5673 -3.2565 3.7433 2.674 -0.124 0.645
N -6.1676 -1.9874 3.4775 -0.185 -0.489 -1.437
C -7.4327 -1.8730 4.1781 0.727 -0.182 0.473
C -8.3442 -0.8198 3.6613 -0.638 1.014 -1.104
O -8.9280 -1.2080 2.4050 -1.153 -0.217 -0.464
C -8.4785 -0.6046 1.1836 1.640 -0.358 1.282
H -3.4598 -2.4874 0.4539 -0.054 -0.386 -0.559
H -4.7190 -1.4116 0.9248 -0.108 0.155 0.347
H -5.1126 -2.3826 -0.4371 0.517 -0.450 -0.151
H -3.6529 -2.9536 2.7079 -0.057 0.252 0.231
H -4.1571 -4.6249 2.7571 -0.198 -0.121 0.054
H -4.8779 -3.0777 4.5684 -0.303 -0.631 0.951
H -6.2563 -4.0747 3.9524 -0.126 -0.104 -0.090
H -6.2485 -2.0960 2.4766 -0.992 0.781 -0.479
H -7.0774 -1.7220 5.1974 -0.686 0.460 0.419
H -7.9988 -2.8042 4.2008 -0.077 -0.398 -0.217
H -7.8680 0.1547 3.5538 0.305 0.040 0.039
H -9.2128 -0.6779 4.3043 0.148 -0.109 0.356
H -9.0182 -0.9069 0.2861 -0.471 -0.259 0.535
H -7.4614 -0.9896 1.1106 0.315 0.396 -0.806
H -8.4151 0.4825 1.2324 -0.173 0.091 0.103
C 4.4277 -1.7900 -1.4287 -0.958 0.752 0.131
O 3.0512 -1.4496 -1.6732 0.530 -0.925 -0.179
C 2.9035 -0.0808 -2.0046 2.772 -0.095 0.622
C 1.8126 0.1976 -2.9560 -1.422 1.153 0.574
N 0.5248 0.4918 -2.2660 1.646 0.470 -0.933
C -0.0111 -0.7625 -1.8158 -0.426 0.587 0.188
C -1.1758 -0.6003 -0.8958 -1.398 0.872 0.488
O -0.8463 0.1288 0.2725 1.180 -0.582 0.418
C -1.9169 0.3162 1.1907 0.502 0.103 -0.364
H 4.7926 -1.1382 -0.6349 0.251 -0.108 0.295
H 5.0371 -1.5806 -2.3079 0.036 -0.166 -0.243
H 4.5105 -2.8343 -1.1277 -0.190 0.122 -0.101
H 3.8533 0.2600 -2.4166 0.291 -0.225 -1.045
H 3.0330 0.5081 -1.0966 -1.404 0.292 0.462
H 1.6925 -0.6410 -3.6419 0.152 -0.249 -0.141
H 2.0417 1.0862 -3.5442 0.216 -0.003 -0.004
H -0.0085 0.9260 -3.0057 -0.998 -0.023 0.145
H 0.7807 -1.2484 -1.2457 -0.065 -0.424 -0.308
H -0.3068 -1.2765 -2.7304 -0.134 -1.009 0.307
H -1.5937 -1.5930 -0.7279 -0.018 -0.265 0.537
H -1.9893 0.0091 -1.2893 -0.215 -0.201 -0.997
H -2.7903 0.6476 0.6290 -0.365 -0.191 0.240
H -1.6477 1.0991 1.8997 0.119 0.089 -0.235
H -2.0676 -0.5725 1.8035 -0.411 -0.229 -0.211
C -4.7790 7.4917 5.8833 -1.534 -1.293 1.337
O -3.9392 8.1675 5.0591 0.621 1.571 0.086
C -3.8344 7.6359 3.7780 0.931 -0.920 -0.059
C -2.9945 8.6026 2.9773 0.441 -0.120 -1.373
N -2.3408 8.1180 1.7485 0.157 -0.127 -0.015
C -1.0425 7.4552 1.7008 -0.146 -0.162 -0.113
C -0.8866 6.5224 0.5116 -1.449 0.579 0.291
O -1.8977 5.4978 0.5336 1.321 0.816 -0.945
C -1.6470 4.5476 1.5153 -1.472 -1.183 1.254
H -4.3717 6.5924 6.3455 0.550 -0.320 -0.223
H -5.6807 7.1512 5.3742 -0.265 0.033 -0.240
H -5.1178 8.0710 6.7422 0.200 0.596 -0.181
H -4.8220 7.4388 3.3608 -0.139 0.059 -0.244
H -3.2939 6.6917 3.8441 -0.043 -0.466 -0.152
H -2.1964 8.9757 3.6192 -0.177 0.181 0.123
H -3.6624 9.4100 2.6771 0.265 0.402 0.119
H -2.9343 7.8343 0.9821 -0.159 -0.077 0.403
H -0.7772 6.8192 2.5454 -0.359 0.233 0.648
H -0.2160 8.1518 1.5602 0.122 0.469 0.321
H 0.1382 6.1546 0.5628 -0.016 -0.486 -0.308
H -1.0497 7.0965 -0.4005 0.073 -0.213 -0.214
H -2.2482 4.6852 2.4141 0.229 0.974 0.571
H -0.6035 4.4336 1.8087 0.068 -0.191 -0.361
H -2.1670 3.6323 1.2322 0.815 -0.500 -0.671
C 4.1241 -5.2840 1.0303 -0.458 0.721 -0.049
O 3.3771 -6.4819 1.1129 0.414 -0.986 -0.715
C 3.6970 -7.5556 0.1874 -0.298 -0.191 -1.016
C 3.4046 -8.9534 0.8053 0.666 2.640 1.914
N 4.1470 -8.8989 2.1277 -0.384 -1.925 -1.656
C 3.9908 -10.1657 2.8226 0.489 0.070 0.917
C 5.0772 -10.3549 3.9043 -0.739 -1.293 0.089
O 4.5782 -11.2741 4.9237 0.558 1.127 -1.101
C 5.6253 -11.7443 5.7199 -0.247 -1.180 1.134
H 5.0807 -5.3219 1.5516 0.126 -0.249 -0.096
H 3.5341 -4.4737 1.4584 -0.216 -0.343 0.724
H 4.2379 -4.8311 0.0454 0.334 -0.826 -0.653
H 4.6862 -7.5301 -0.2698 0.775 0.236 1.058
H 3.1515 -7.4285 -0.7478 -0.944 0.134 0.111
H 3.7013 -9.8169 0.2100 0.555 0.333 -0.068
H 2.3264 -9.0550 0.9284 -0.270 0.032 0.272
H 3.9628 -8.0722 2.6779 -0.471 -0.101 -0.169
H 4.0777 -10.9874 2.1117 0.400 0.094 -0.260
H 3.0161 -10.3919 3.2549 -0.385 0.552 0.407
H 5.4327 -9.4586 4.4126 -0.249 0.343 -0.237
H 5.9221 -10.8326 3.4084 0.332 0.100 0.071
H 6.5388 -11.1544 5.7950 -0.182 0.461 -0.293
H 5.9146 -12.7632 5.4625 0.221 -0.126 -0.612
H 5.2335 -11.8905 6.7265 -0.035 0.372 0.230
C 1.9544 5.0858 6.9273 1.177 0.740 -0.237
O 1.4951 4.2775 8.0289 -0.413 2.262 -1.646
C 0.2967 4.9444 8.4742 -1.429 -1.489 2.325
C -0.6797 3.7860 8.8404 0.628 0.190 1.094
N -0.8360 2.8669 7.7945 -0.559 -0.445 -1.188
C -1.8155 3.2653 6.8019 0.866 -0.543 -0.939
C -1.4378 2.5053 5.5435 -0.700 0.063 -0.324
O -0.1313 2.9329 5.0843 -0.454 -0.354 -0.305
C 0.3300 2.1863 3.9597 0.689 0.130 0.237
H 2.1694 6.1120 7.2252 -0.684 0.388 0.549
H 1.3079 5.1391 6.0513 -0.494 -0.426 0.274
H 2.9525 4.8992 6.5307 0.076 -1.414 0.339
H -0.2068 5.6982 7.8689 0.566 -0.369 -0.978
H 0.4366 5.4597 9.4244 0.721 0.229 0.142
H -1.6593 4.0554 9.2352 -0.038 0.669 -0.189
H -0.2572 3.1892 9.6487 0.512 0.391 0.434
H 0.0630 2.7897 7.3406 0.130 -0.239 -0.140
H -1.8099 4.3067 6.4799 0.073 0.603 0.490
H -2.8107 3.0042 7.1619 -0.133 -0.039 -0.295
H -2.1832 2.6704 4.7655 -0.064 0.190 -0.263
H -1.5316 1.4490 5.7955 0.729 -0.389 -0.222
H 0.3903 1.1343 4.2387 -0.325 -0.191 -0.421
H 1.3316 2.4805 3.6461 0.534 0.317 0.987
H -0.1211 2.3834 2.9873 -1.327 -0.256 0.290
O -1.2606 3.7072 -1.7320 -0.525 0.093 -1.086
H -1.4604 4.2181 -0.9477 -0.296 0.350 0.345
H -0.3870 3.3511 -1.5704 0.264 0.101 0.323
O -1.8741 2.2087 -4.0208 0.073 -0.677 -0.591
H -1.6825 2.6953 -4.8225 0.052 0.064 -0.238
H -1.8389 2.8667 -3.3265 0.004 0.504 0.906
O -4.4112 0.5897 3.0543 0.111 0.135 -1.047
H -4.1990 1.0433 3.8701 0.100 0.527 0.631
H -4.5517 -0.3204 3.3153 -0.416 -0.637 0.287
O 0.7150 2.5719 -0.5062 0.764 1.190 0.846
H 0.4611 1.7934 -1.0020 -0.025 -1.257 -0.509
H 1.2786 2.2385 0.1919 0.024 -0.022 0.172
O -5.5291 1.5362 0.3863 -0.243 -0.122 -0.771
H -5.0580 1.0354 1.0523 0.191 -0.072 0.696
H -5.6806 2.3904 0.7909 0.024 0.210 0.247
```
Positions in Å, forces in eV/Å.

Properties
* total energy: -3481.5170 a.u.
* <S²>: 0.7507
* 2S+1: 2
* charge: -1
* F_max: 3.3 eV/A

Atom charges from the Mulliken analysis, given in e for atoms 1 to 6:
1. C -0.681
2. O -0.416
3. C -0.650
4. C -0.393
5. N -0.282
6. C -0.847